102
Properties=species:S:1:pos:R:3:lowdin_charge:R:1 method="wB97M-V/def2-TZVPD" e_above_lowest_kcal_mol=71.57 energy_ha=-2068.7054 homo_energy_ev=-8.3
C 13.98 7.07 -10.69 -0.1731
O 14.09 5.69 -10.52 -0.0908
H 14.43 7.17 -11.67 0.0810
H 14.65 7.57 -9.96 0.0632
H 12.98 7.51 -10.58 0.0646
H 14.10 5.55 -9.59 0.0069
C 10.99 11.65 -9.54 -0.1300
O 10.42 10.59 -8.76 -0.1185
H 11.32 12.36 -8.87 0.0305
H 10.23 12.18 -10.15 0.1053
H 11.80 11.30 -10.12 0.0410
H 11.06 10.37 -8.06 0.0220
C 13.07 13.71 -10.75 -0.1535
O 13.31 14.00 -9.44 -0.1324
H 13.52 14.36 -11.53 0.1145
H 12.02 13.64 -10.91 0.0670
H 13.51 12.76 -10.88 0.0456
H 13.91 14.76 -9.42 0.1034
C 11.51 7.72 -8.49 -0.1595
O 10.35 7.15 -9.07 -0.1057
H 12.29 6.91 -8.24 0.1039
H 11.11 8.22 -7.62 0.0702
H 11.85 8.48 -9.14 0.0378
H 9.90 6.64 -8.40 0.0716
C 14.47 10.21 -8.65 -0.0941
O 15.39 10.77 -7.70 -0.1812
H 14.14 9.22 -8.23 0.0942
H 14.90 10.07 -9.61 0.0452
H 13.62 10.90 -8.66 0.0723
H 15.27 10.36 -6.84 0.0027
C 16.92 8.16 -8.49 -0.1244
O 17.08 6.88 -9.09 -0.1291
H 17.90 8.35 -8.09 0.0829
H 16.17 8.20 -7.75 0.0457
H 16.69 8.83 -9.34 0.0832
H 17.64 7.11 -9.84 0.0965
C 16.74 12.51 -9.72 -0.1317
O 16.83 13.76 -9.01 -0.1049
H 17.08 11.69 -9.08 0.0717
H 17.37 12.47 -10.61 0.0842
H 15.75 12.36 -10.06 0.0301
H 16.92 13.62 -8.09 0.0139
C 14.09 13.23 -5.80 -0.5566
O 15.00 12.57 -4.98 -0.1297
N 13.83 12.91 -7.05 0.1745
N 13.43 14.20 -5.26 0.2077
H 14.54 12.23 -7.42 0.0930
H 13.27 13.56 -7.70 0.1296
H 13.78 14.51 -4.38 0.1201
H 12.75 14.78 -5.65 0.1032
C 14.65 8.49 -5.60 -0.6041
O 13.73 7.79 -6.28 -0.0594
N 14.60 9.76 -5.49 0.1505
N 15.75 8.01 -5.03 0.1835
H 13.67 10.20 -5.71 0.1073
H 15.24 10.40 -4.97 0.1367
H 15.93 7.03 -5.16 0.1173
H 16.29 8.39 -4.24 0.1300
C 14.56 4.65 -7.75 -0.6617
O 13.49 4.00 -7.18 -0.1229
N 14.89 5.90 -7.70 0.1711
N 15.41 3.99 -8.46 0.1540
H 14.28 6.58 -7.26 0.0476
H 15.64 6.29 -8.20 0.0376
H 15.33 2.95 -8.50 0.1440
H 16.10 4.37 -9.08 0.1051
C 19.06 12.96 -5.07 -0.0378
C 18.42 12.34 -6.28 -0.5479
C 18.36 10.77 -6.30 -0.0061
O 17.20 12.68 -6.44 -0.0262
H 20.09 12.62 -4.99 0.0789
H 18.51 12.76 -4.16 0.0766
H 19.11 14.07 -5.05 0.0906
H 19.02 12.68 -7.12 0.1462
H 17.72 10.32 -5.53 0.0739
H 19.32 10.37 -6.09 0.0693
H 17.92 10.41 -7.16 0.0113
H 16.66 12.38 -5.77 0.0083
C 15.48 10.28 -13.80 -0.0175
C 15.14 10.14 -12.32 -0.6606
C 13.64 9.83 -12.19 -0.0363
O 15.83 9.38 -11.67 0.0129
H 14.91 11.13 -14.20 0.0973
H 15.30 9.36 -14.28 0.0741
H 16.50 10.59 -13.94 0.0779
H 15.32 11.12 -11.82 0.1237
H 13.20 9.02 -12.76 0.0850
H 13.13 10.68 -12.58 0.0660
H 13.26 9.73 -11.21 0.0399
H 16.54 9.01 -12.23 0.1428
C 11.99 11.07 -4.28 -0.0242
C 11.32 10.88 -5.60 -0.5806
C 10.38 12.05 -5.91 0.0023
O 12.14 10.68 -6.52 -0.0423
H 11.33 11.67 -3.68 0.0811
H 12.90 11.58 -4.26 0.0389
H 12.11 10.15 -3.74 0.0905
H 10.79 9.96 -5.52 0.1481
H 9.76 11.96 -6.71 0.0419
H 10.88 12.94 -6.05 0.0465
H 9.70 12.22 -5.09 0.0907
H 12.60 11.50 -6.72 0.0642


6
Properties=species:S:1:pos:R:3:lowdin_charge:R:1 method="wB97M-V/def2-TZVPD" e_above_lowest_kcal_mol=94.96 energy_ha=-3202.7444 homo_energy_ev="-10.2 / -9.4"
C -1.72 -0.24 -0.27 -0.6684
N 2.00 0.07 -0.33 -0.4611
O -2.82 -0.63 -0.32 -0.0087
Cl 1.23 -1.28 0.19 0.5274
Br -1.34 1.46 0.48 0.6236
H 2.65 0.62 0.25 -0.0128


118
Properties=species:S:1:pos:R:3:lowdin_charge:R:1 method="wB97M-V/def2-TZVPD" e_above_lowest_kcal_mol=0.00 energy_ha=-6193.3766 homo_energy_ev=-10.8 smiles="C[C@H]1COC(=O)O1.C[C@H]1COC(=O)O1.C[C@H]1COC(=O)O1.C[C@H]1COC(=O)O1.O=S1(=O)OCCO1.O=S1(=O)OCCO1.O=S1(=O)OCCO1.O=S1(=O)OCCO1.O=S1(=O)OCCO1.O=S1(=O)OCCO1"
C 1.78 -0.97 4.48 -0.0144
C 1.58 0.35 3.75 -0.3031
C 1.27 1.51 4.71 -0.0950
O 2.53 2.13 4.93 0.0885
C 3.45 1.62 4.10 -0.5694
O 4.61 1.82 4.14 0.1710
O 2.87 0.73 3.25 0.0597
H 2.53 -0.82 5.26 0.0999
H 2.14 -1.72 3.78 0.0841
H 0.86 -1.32 4.97 0.0887
H 0.80 0.17 3.02 0.1358
H 0.84 1.09 5.61 0.1117
H 0.58 2.23 4.26 0.1276
C 5.98 2.98 -0.36 -0.0139
C 4.87 3.92 -0.67 -0.2848
C 3.43 3.46 -0.30 -0.0606
O 2.97 4.48 0.62 0.0370
C 3.84 5.51 0.65 -0.5586
O 3.62 6.57 1.15 0.1622
O 5.02 5.14 0.11 0.0797
H 6.25 3.20 0.68 0.0993
H 6.93 3.05 -0.88 0.0889
H 5.70 1.93 -0.39 0.0675
H 4.84 4.28 -1.70 0.1487
H 3.43 2.49 0.18 0.1256
H 2.73 3.51 -1.13 0.1294
C -1.17 -8.58 1.96 -0.0331
C -0.79 -7.50 0.99 -0.3001
C -0.85 -7.89 -0.52 -0.0971
O -1.79 -7.01 -1.07 0.0518
C -2.32 -6.18 -0.14 -0.5938
O -3.10 -5.34 -0.36 0.1790
O -1.79 -6.45 1.07 0.0805
H -0.49 -9.42 1.77 0.0915
H -2.17 -8.97 1.81 0.0963
H -1.02 -8.31 3.00 0.0863
H 0.18 -7.06 1.23 0.1468
H -1.21 -8.93 -0.47 0.1278
H 0.07 -7.82 -1.09 0.1140
C -1.76 -1.80 -1.38 -0.0103
C -0.94 -0.94 -0.46 -0.3104
C 0.54 -1.29 -0.39 -0.0782
O 1.15 -0.01 -0.20 0.0611
C 0.27 0.96 -0.53 -0.5405
O 0.45 2.12 -0.35 0.1584
O -0.91 0.42 -0.93 0.0783
H -1.38 -1.79 -2.41 0.0967
H -2.68 -1.26 -1.62 0.0837
H -1.94 -2.83 -1.07 0.0865
H -1.36 -1.02 0.55 0.1614
H 0.89 -1.80 -1.29 0.1202
H 0.75 -1.94 0.45 0.1403
O -1.32 0.63 6.08 -0.2187
S -2.35 1.12 5.23 0.5822
O -3.69 0.86 5.55 -0.1955
O -2.11 2.66 4.95 -0.1756
C -2.57 2.97 3.64 -0.1536
C -2.29 1.74 2.77 -0.1325
O -2.08 0.67 3.71 -0.2030
H -3.67 3.01 3.64 0.1373
H -2.25 3.96 3.34 0.1079
H -1.42 1.81 2.12 0.1163
H -3.13 1.45 2.13 0.1238
O 0.44 -5.19 -1.13 -0.2104
S 0.67 -5.02 -2.53 0.5699
O -0.40 -4.78 -3.41 -0.1789
O 1.86 -4.03 -2.81 -0.2174
C 3.16 -4.70 -2.84 -0.1077
C 2.87 -6.18 -3.08 -0.1433
O 1.45 -6.34 -2.99 -0.1920
H 3.74 -4.20 -3.61 0.1261
H 3.52 -4.42 -1.84 0.1303
H 3.39 -6.79 -2.35 0.1338
H 3.11 -6.45 -4.10 0.1337
O -4.60 -2.39 0.20 -0.1964
S -5.55 -1.37 0.38 0.5749
O -5.29 -0.27 1.23 -0.2214
O -5.99 -0.81 -1.05 -0.2131
C -7.41 -0.92 -1.30 -0.1247
C -8.04 -1.32 0.04 -0.1604
O -6.98 -1.99 0.73 -0.1798
H -7.76 -0.04 -1.83 0.1319
H -7.43 -1.82 -1.92 0.1323
H -8.80 -2.08 -0.10 0.1323
H -8.51 -0.50 0.59 0.1322
O -0.68 4.18 -4.66 -0.2264
S -1.93 4.67 -4.21 0.5818
O -2.36 5.97 -4.52 -0.1996
O -2.99 3.56 -4.67 -0.2058
C -3.49 2.74 -3.59 -0.1292
C -2.61 3.06 -2.39 -0.1260
O -2.08 4.38 -2.65 -0.2086
H -4.52 3.05 -3.41 0.1278
H -3.51 1.75 -4.04 0.1313
H -1.80 2.38 -2.16 0.1099
H -3.22 3.31 -1.52 0.1333
O 5.94 2.55 -3.79 -0.2025
S 5.36 1.35 -4.22 0.5919
O 4.76 1.16 -5.47 -0.1921
O 6.35 0.14 -3.84 -0.1794
C 5.65 -0.88 -3.12 -0.1629
C 4.49 -0.20 -2.40 -0.1584
O 4.23 0.99 -3.13 -0.1973
H 5.33 -1.64 -3.84 0.1247
H 6.36 -1.35 -2.45 0.1329
H 4.84 0.04 -1.39 0.1162
H 3.55 -0.73 -2.31 0.1257
O -3.37 5.91 2.11 -0.2162
S -2.47 6.07 1.04 0.5930
O -2.96 6.44 -0.22 -0.1973
O -1.19 6.98 1.31 -0.1701
C 0.01 6.26 1.49 -0.1568
C -0.23 4.98 0.71 -0.1749
O -1.61 4.70 0.95 -0.2173
H 0.82 6.83 1.03 0.1308
H 0.29 6.00 2.52 0.1389
H 0.43 4.17 0.99 0.1027
H -0.11 5.18 -0.36 0.1364